Entry 1:
ORCA calculation (ωB97M-V/def2-TZVPD) on an isolated ion of composition C4H12N2O5P and charge -1 at a distorted geometry.

Computed properties:
SMILES: C[C@H](O)[C@](N)([C@H](N)O)[P@](=O)([O-])O
Orbital gap (eV): 8.16
Calculated total energy (eV): -26852.13278
Total charge: -1
Energy above the lowest of the compared OMol25 structures with the same formula, charge and spin (kJ/mol): 65.8

XYZ file:
```
24
Properties=species:S:1:pos:R:3:forces:R:3
C -2.42368 0.87105 0.38779 0.6 -1.1 2.3
C -1.30687 -0.08512 0.05107 -1.6 -1.0 -1.4
O -1.60610 -1.42797 0.47616 0.3 0.4 0.9
C 0.05205 0.35623 0.34188 2.3 -3.0 3.1
N 0.33952 1.01870 1.67324 -1.6 0.2 -2.1
C 0.65701 1.07016 -0.77212 -0.2 1.9 -0.4
N 0.50280 0.39831 -2.01215 -3.1 -4.3 3.0
O 1.96058 1.23418 -0.42831 2.5 0.9 0.0
P 1.42090 -1.47046 0.31967 -0.9 0.6 1.0
O 1.18350 -2.01361 1.71442 -0.1 0.0 -1.6
O 2.82449 -1.11841 -0.14311 -0.9 -0.1 0.4
O 0.88852 -2.37796 -0.99053 0.6 0.4 1.3
H -1.95245 1.75328 0.73853 0.0 1.3 0.3
H -3.09900 1.00874 -0.38586 -1.1 0.5 -1.7
H -3.00396 0.42777 1.20882 0.2 0.3 0.1
H -1.31147 -0.16652 -1.01692 0.0 -0.2 -0.6
H -1.16148 -1.42421 1.33489 -0.1 -0.9 0.2
H 0.47141 0.47167 2.50288 0.0 -0.9 -0.3
H 1.15980 1.55216 1.49925 0.8 0.4 0.1
H 0.20046 2.08177 -0.90946 0.2 -0.2 0.2
H 0.83084 -0.59454 -1.90966 -0.3 1.4 -0.6
H 0.97233 0.87939 -2.63528 3.1 2.6 -4.0
H 2.35618 0.28179 -0.32400 0.3 1.4 -0.3
H 0.04460 -2.72637 -0.72120 -1.0 -0.3 0.1
```
Forces are in eV/Å.

***

Entry 2:
ORCA calculation (ωB97M-V/def2-TZVPD) on an isolated ion of composition C4H12N2OS and charge -1 at a distorted geometry.

Computed properties:
2S+1: 2
Orbital gap (alpha / beta) (eV): 2.15 / 8.48
Calculated total energy (eV): -20202.03029
Total charge: -1
Energy above the lowest of the compared OMol25 structures with the same formula, charge and spin (kJ/mol): 164.5
Expectation value of S²: 0.75

XYZ file:
```
20
Properties=species:S:1:pos:R:3:forces:R:3
C 1.16787 0.49635 -1.12529 0.3 -0.2 -3.2
N 2.20174 1.44680 -0.73428 1.2 -1.1 -0.9
C 0.18007 0.17143 -0.13183 -2.3 -2.3 1.8
C -0.78810 -0.83641 -0.86572 -0.8 -0.7 1.6
S -2.30504 -0.35429 -1.79557 0.5 1.5 0.1
N 0.91175 -0.60854 1.01671 -2.1 0.3 -1.7
C 0.37733 -0.73030 2.31115 -2.4 -0.7 4.3
O 0.56004 0.51958 3.10393 -0.2 -0.6 -1.5
H 0.46457 0.69549 -2.01149 1.4 0.9 0.6
H 1.63019 -0.46326 -1.53583 -0.2 1.0 1.0
H 1.93917 2.38665 -1.00091 0.2 0.1 -0.1
H 3.08253 1.14010 -1.22845 -1.3 1.1 0.7
H -0.56752 0.97076 0.19052 1.5 -0.4 0.0
H -0.26180 -1.56122 -1.50820 0.0 0.3 0.4
H -1.27170 -1.33394 -0.02320 0.5 -0.6 -0.1
H -2.54434 0.89739 -1.16042 0.1 -0.8 -0.4
H 1.82915 -0.20064 1.06576 0.4 0.0 0.2
H 0.84778 -1.49671 2.97955 0.6 0.5 -1.1
H -0.79915 -1.13042 2.67040 2.7 1.4 -2.6
H 0.63404 1.13359 2.35296 -0.1 0.4 0.7
```
Forces are in eV/Å.

***

Entry 3:
ORCA calculation (ωB97M-V/def2-TZVPD) on one molecule with the formula C4H12N2P2 at a distorted geometry.

Computed properties:
SMILES: C=NP(C)N(C)PC
Orbital gap (eV): 8.98
Calculated total energy (eV): -25897.94277
Energy above the lowest of the compared OMol25 structures with the same formula, charge and spin (kJ/mol): 47.5

XYZ file:
```
20
Properties=species:S:1:pos:R:3:forces:R:3
C 1.97396 1.42159 -2.43031 3.6 -0.3 0.2
N 2.03227 1.35907 -1.18241 -2.8 0.0 1.7
P 0.82388 1.26143 0.10660 0.0 0.0 1.0
C 1.78035 -0.12790 0.91632 -0.7 0.3 0.1
N -0.66475 0.35026 -0.12163 -0.7 1.1 -1.3
C -0.54714 -0.62098 -1.17566 0.8 -1.4 0.3
P -2.40648 0.58832 0.29883 2.9 -0.2 1.7
C -2.49957 -0.87732 1.56342 2.2 0.1 0.6
H 1.28720 1.16998 -3.18723 -1.7 0.0 -0.4
H 3.01747 1.55777 -2.76195 -0.5 0.3 -1.0
H 1.76423 -0.91728 0.09535 0.6 0.6 1.5
H 1.10735 -0.44695 1.81678 1.7 0.4 -1.5
H 2.81067 0.32263 1.15933 -1.6 -1.3 -0.2
H -1.48738 -0.82899 -1.68772 0.2 0.3 -0.3
H 0.30989 -0.42195 -1.81803 -0.5 0.4 -0.7
H -0.21271 -1.54897 -0.73442 -0.3 -0.9 0.2
H -1.97519 1.65742 1.21256 -0.8 -0.7 -0.3
H -3.31497 -0.79317 2.22930 -1.4 0.3 0.4
H -1.63077 -0.98937 2.31693 -0.8 0.7 -1.5
H -2.54725 -1.87068 1.10052 -0.2 0.4 -0.4
```
Forces are in eV/Å.

***

Entry 4:
ORCA calculation (ωB97M-V/def2-TZVPD) on one molecule with the formula C4H12N2S at a distorted geometry.

Computed properties:
SMILES: NC[C@H](N)CCS
Orbital gap (eV): 9.86
Calculated total energy (eV): -18157.47894
Energy above the lowest of the compared OMol25 structures with the same formula, charge and spin (kJ/mol): 52.1

XYZ file:
```
19
Properties=species:S:1:pos:R:3:forces:R:3
N -2.42017 0.53665 1.71910 0.4 0.4 0.0
C -1.33401 -0.39317 1.31862 -1.6 0.8 -0.8
C -0.99058 -0.06422 -0.18603 1.9 -1.7 0.6
N -2.00441 -0.41518 -1.14099 -0.4 0.4 -0.2
C 0.34395 -0.83981 -0.65360 -1.9 1.5 1.0
C 1.52010 -0.38726 0.21001 -0.1 0.5 0.7
S 2.55645 0.83259 -0.68208 -0.1 -0.5 0.2
H -2.02052 1.29289 2.25881 -0.3 0.1 0.0
H -3.13414 0.09436 2.27788 0.1 0.0 0.1
H -0.49208 -0.27818 2.02836 -0.3 -0.6 -0.5
H -1.87824 -1.35110 1.36022 1.1 -0.2 -0.1
H -0.73559 0.99110 -0.28128 -0.2 0.2 0.2
H -2.04490 -1.40232 -1.34474 0.0 -0.1 0.2
H -2.92438 -0.06959 -0.90364 0.0 0.0 0.1
H 0.39947 -0.51309 -1.69892 0.5 -0.6 0.2
H 0.11794 -1.89655 -0.52981 0.2 -0.2 -0.3
H 2.11477 -1.20230 0.63696 0.1 0.1 -0.5
H 1.14000 0.14660 1.11598 0.4 -0.2 -0.8
H 2.67375 0.00634 -1.73007 0.2 0.2 -0.1
```
Forces are in eV/Å.

***

Entry 5:
ORCA calculation (ωB97M-V/def2-TZVPD) on one molecule with the formula C4H12N2S at a distorted geometry.

Computed properties:
SMILES: NCCNCCS
Orbital gap (eV): 9.57
Calculated total energy (eV): -18157.38420
Energy above the lowest of the compared OMol25 structures with the same formula, charge and spin (kJ/mol): 61.2

XYZ file:
```
19
Properties=species:S:1:pos:R:3:forces:R:3
N 1.59133 2.57120 -2.11372 -0.8 -0.1 -0.4
C 0.71000 2.47729 -0.96065 1.0 1.2 0.3
C 0.35939 1.04955 -0.67121 -1.4 -0.2 0.5
N -0.36026 0.92825 0.60613 0.1 -0.1 -0.3
C -0.03088 -0.16511 1.48776 -0.5 -0.1 0.1
C -0.96612 -1.36789 1.34227 0.3 -0.1 0.5
S -0.56894 -2.60414 0.07925 -0.1 0.1 -0.3
H 1.86802 3.51304 -2.37003 0.2 -0.5 0.2
H 2.31885 1.87760 -2.09793 0.4 0.3 0.0
H 1.17763 2.92423 -0.06609 0.0 -0.2 0.1
H -0.16149 3.11803 -1.12508 -0.2 -0.4 -0.2
H 1.23099 0.39714 -0.65586 0.3 0.1 0.0
H -0.30517 0.69927 -1.46454 0.2 -0.2 -0.2
H -0.48656 1.79660 1.09954 0.3 0.1 -0.1
H -0.20211 0.17414 2.51040 0.2 0.1 0.1
H 1.00313 -0.50429 1.41144 0.3 0.1 -0.1
H -0.88598 -1.96837 2.25497 -0.2 0.2 0.0
H -1.97253 -0.95769 1.27984 -0.1 -0.4 -0.2
H -1.31022 -2.13900 -0.93529 0.1 0.1 0.0
```
Forces are in eV/Å.

***

Entry 6:
ORCA calculation (ωB97M-V/def2-TZVPD) on one molecule with the formula C4H12N2S.

Computed properties:
SMILES: NC[C@@H](N)CCS
Orbital gap (eV): 9.89
Calculated total energy (eV): -18157.96721
Energy above the lowest of the compared OMol25 structures with the same formula, charge and spin (kJ/mol): 5.0

XYZ file:
```
19
Properties=species:S:1:pos:R:3:forces:R:3
N 1.99944 -0.64298 -1.51120 0.2 0.0 0.0
C 0.75008 -0.03162 -1.08887 -0.4 0.1 0.3
C 0.41019 -0.13491 0.40941 0.1 0.3 -0.2
N 1.47339 0.37866 1.28315 0.4 -0.2 0.0
C -0.85956 0.66304 0.72511 -0.1 0.0 0.0
C -2.08519 0.41313 -0.14342 0.2 -0.6 -0.2
S -2.65582 -1.32741 -0.07615 0.1 0.1 0.0
H 2.15760 -1.51156 -1.01169 -0.1 0.0 -0.1
H 2.79500 -0.05221 -1.30341 -0.1 0.0 0.0
H -0.07288 -0.50460 -1.62696 0.1 -0.1 -0.1
H 0.72942 1.03091 -1.37389 0.2 -0.2 0.0
H 0.25153 -1.18872 0.63779 -0.1 -0.1 0.1
H 2.01194 -0.37595 1.69247 -0.1 0.0 0.0
H 2.15049 0.92712 0.76045 -0.2 0.1 0.0
H -1.13279 0.47807 1.76451 0.1 0.0 0.1
H -0.58096 1.71827 0.67484 -0.1 0.1 -0.1
H -2.91872 1.04814 0.13335 0.0 0.2 0.0
H -1.86216 0.56428 -1.20070 -0.1 0.2 0.1
H -2.56099 -1.45165 1.25519 -0.1 0.0 0.0
```
Forces are in eV/Å.

***

- Number 3 is which compound?
  C4H12N2P2

***

- What is the energy above the lowest of the compared OMol25 structures with the same formula, charge and spin in the fourth record?
  52.1 kJ/mol

***

- What is the calculated total energy in the second record?
  -20202.03029 eV